# 1
{"formula": "C26H60BN6O5P3", "method": "ωB97M-V/def2-TZVPD", "orbital_gap_ev": 6.87, "energy_ev": -75645.323, "e_homo_ev": -7.7, "smiles": "CCOP(=O)(CCBCCc1ccccc1)OCC.CN(C)P(=O)(N(C)C)N(C)C.CN(C)P(=O)(N(C)C)N(C)C", "elements": ["C", "C", "O", "P", "O", "C", "C", "B", "C", "C", "C", "C", "C", "C", "C", "C", "O", "C", "C", "H", "H", "H", "H", "H", "H", "H", "H", "H", "H", "H", "H", "H", "H", "H", "H", "H", "H", "H", "H", "H", "H", "H", "H", "C", "N", "C", "P", "O", "N", "C", "C", "N", "C", "C", "H", "H", "H", "H", "H", "H", "H", "H", "H", "H", "H", "H", "H", "H", "H", "H", "H", "H", "C", "N", "C", "P", "O", "N", "C", "C", "N", "C", "C", "H", "H", "H", "H", "H", "H", "H", "H", "H", "H", "H", "H", "H", "H", "H", "H", "H", "H"], "coordinates": [[-2.0629, 4.4278, -2.3831], [-1.4860, 3.0577, -1.7084], [-0.1830, 3.4037, -1.1611], [0.7324, 2.0209, -0.7374], [2.1988, 2.3535, -1.1223], [0.7101, 1.9270, 1.1667], [0.6386, 0.4036, 1.6934], [-0.3170, 0.2519, 2.9986], [0.0535, -0.8488, 4.1512], [-0.8210, -2.1716, 3.8769], [-0.0504, -3.3429, 3.1257], [1.1151, -3.1760, 2.1273], [1.8004, -4.3936, 1.3787], [1.2835, -5.8381, 1.6530], [0.1216, -6.0057, 2.6893], [-0.5328, -4.8115, 3.4138], [0.1382, 0.6120, -1.4745], [1.2046, -0.2482, -1.9644], [1.8087, 0.2181, -3.3922], [-2.2199, 4.2217, -3.5156], [-1.2696, 5.2422, -2.2966], [-3.0886, 4.7196, -1.9793], [-2.2419, 2.6948, -0.9249], [-1.4558, 2.2945, -2.5589], [-0.1668, 2.4983, 1.6320], [1.7020, 2.3734, 1.5377], [0.3077, -0.3520, 0.8923], [1.6949, 0.0638, 2.0237], [-1.2855, 0.9338, 3.0536], [1.1717, -1.0268, 4.2820], [-0.3224, -0.3849, 5.1443], [-1.2415, -2.5603, 4.8745], [-1.7419, -1.8444, 3.2553], [1.5292, -2.1476, 1.8846], [2.6404, -4.1698, 0.6283], [1.7771, -6.6845, 1.0744], [-0.2703, -7.0674, 2.8800], [-1.3803, -5.0019, 4.1587], [2.0062, -0.4393, -1.1737], [0.7130, -1.2764, -2.1622], [1.2792, 1.1748, -3.7531], [1.7983, -0.6002, -4.1826], [2.8925, 0.5490, -3.1725], [-3.7281, 4.2947, -8.7412], [-4.0636, 4.0036, -7.3635], [-3.8663, 2.5936, -7.0464], [-4.9579, 4.9260, -6.2381], [-3.8524, 4.8663, -5.1645], [-4.7624, 6.6219, -6.4683], [-3.6991, 7.1667, -7.2970], [-4.8335, 7.4012, -5.2299], [-6.2915, 4.9852, -7.4004], [-7.0560, 3.7627, -7.6045], [-6.8049, 6.1225, -8.1400], [-4.5952, 4.5759, -9.3453], [-3.2833, 3.4314, -9.2473], [-2.9716, 5.0779, -8.8084], [-4.6301, 1.9708, -7.5274], [-3.9254, 2.4145, -5.9697], [-2.8775, 2.2453, -7.3631], [-2.7119, 6.7845, -7.0090], [-3.6707, 8.2589, -7.2452], [-3.8837, 6.9488, -8.3506], [-3.8887, 7.3790, -4.6773], [-5.6200, 7.0126, -4.5758], [-5.0858, 8.4451, -5.4424], [-6.7995, 3.3025, -8.5649], [-8.1344, 3.9451, -7.5794], [-6.8479, 3.0352, -6.8149], [-6.1283, 6.4054, -8.9509], [-6.9777, 6.9875, -7.4976], [-7.7734, 5.9055, -8.6041], [6.3499, -3.2817, 6.2365], [4.9184, -3.1049, 6.1172], [4.5211, -1.7268, 6.3808], [3.6709, -4.2724, 6.0904], [3.0635, -3.7538, 4.7762], [4.1567, -5.7305, 5.3416], [5.3631, -5.8191, 4.5354], [3.0646, -6.4031, 4.6438], [4.2833, -4.9088, 7.6248], [4.0500, -4.1115, 8.8207], [4.9283, -6.1806, 7.8904], [6.6367, -3.9117, 7.0832], [6.8707, -2.3301, 6.3871], [6.7771, -3.6916, 5.3201], [4.6192, -1.4851, 7.4462], [3.4801, -1.5504, 6.0975], [5.1226, -1.0176, 5.8022], [5.3970, -5.0494, 3.7541], [5.4523, -6.7977, 4.0546], [6.2519, -5.7426, 5.1646], [2.8668, -5.9651, 3.6624], [2.1425, -6.3450, 5.2305], [3.2891, -7.4672, 4.5120], [4.9738, -3.6190, 9.1432], [3.6673, -4.7165, 9.6481], [3.3014, -3.3364, 8.6338], [5.9546, -6.1903, 7.5139], [4.3789, -7.0189, 7.4588], [4.9884, -6.3927, 8.9638]], "forces_ev_per_a": [[0.16, -1.04, -0.94], [-2.05, 1.53, -1.27], [-0.09, -3.96, 0.20], [3.90, 2.46, -0.59], [-3.76, -1.41, 0.73], [-0.58, -0.97, 0.30], [0.72, -0.07, 0.50], [1.65, -1.33, -0.43], [-0.63, 0.97, 0.66], [0.15, -0.10, -0.23], [1.27, -3.23, -1.42], [-0.94, -3.01, 0.37], [-3.32, -0.57, 2.64], [-1.26, 4.09, 1.49], [0.94, 2.56, -0.84], [2.84, 0.41, -2.61], [1.00, 2.19, 1.24], [0.31, -1.96, -1.53], [0.82, 1.02, 1.15], [0.21, 0.50, 1.97], [-1.26, -1.01, 0.13], [1.58, -0.21, -0.35], [1.36, 0.39, -0.81], [0.40, 0.84, 1.46], [1.22, -0.60, -0.95], [-1.60, -0.43, -0.97], [0.31, 1.13, 1.01], [-1.51, 0.51, -0.74], [-0.28, 0.03, 0.18], [-1.48, -0.13, -0.34], [0.59, -0.88, -1.37], [0.74, 0.39, -1.59], [1.33, -0.74, 0.85], [-0.69, -1.50, 0.49], [-1.47, -0.48, 1.37], [-0.98, 1.09, 1.12], [0.66, 1.86, -0.23], [1.41, 0.33, -1.25], [-1.03, 0.65, -1.11], [0.46, 1.71, 0.60], [0.64, -1.66, 0.48], [-0.15, 1.07, 1.15], [-1.66, -0.55, -0.63], [-0.46, 0.21, -0.34], [0.52, -1.74, -0.13], [0.26, 0.03, 0.46], [4.78, 3.39, -4.23], [-3.23, -1.88, 1.96], [-0.58, 1.71, -0.06], [-0.06, -0.46, -0.42], [-0.17, -0.32, 0.16], [-0.86, -1.07, 1.83], [0.12, -0.32, 0.06], [-0.61, 0.77, 0.47], [-0.06, 0.18, -0.08], [-0.20, -0.10, 0.36], [-0.12, 0.11, -0.01], [0.07, -0.13, -0.09], [-0.03, 0.17, -0.05], [-0.08, 0.06, -0.04], [0.09, 0.04, -0.06], [-0.16, -0.10, 0.30], [0.14, -0.14, 0.00], [-0.03, -0.03, 0.10], [0.11, 0.00, 0.01], [0.02, -0.09, -0.19], [-0.08, 0.01, -0.06], [0.08, 0.04, -0.01], [0.07, 0.03, -0.14], [0.15, 0.04, 0.16], [0.20, -0.04, -0.17], [0.09, -0.37, 0.14], [0.16, -0.38, 0.43], [0.08, 1.86, 0.26], [-0.32, 0.07, -0.39], [5.99, -1.25, -3.72], [-3.36, 0.98, 2.63], [0.41, -2.09, 0.01], [0.26, 0.35, 0.40], [-0.25, 0.06, 0.11], [-2.15, 0.68, 0.49], [-0.05, 0.32, -0.01], [-0.55, -0.91, 0.01], [0.07, -0.19, 0.01], [-0.41, 0.03, 0.07], [-0.02, -0.15, 0.06], [0.09, 0.15, 0.03], [0.04, -0.17, -0.03], [0.01, -0.08, 0.06], [0.09, 0.01, -0.08], [-0.36, 0.03, 0.06], [0.03, 0.18, -0.06], [-0.07, 0.01, 0.10], [0.00, 0.05, -0.12], [0.16, 0.04, 0.09], [0.03, -0.03, 0.09], [0.04, 0.00, -0.07], [0.16, 0.00, -0.02], [-0.08, 0.03, -0.20], [0.22, 0.11, -0.10], [-0.14, 0.37, 0.01]], "lowdin_charge": [-0.08, -0.29, -0.26, 0.71, -0.35, -0.21, -0.22, -0.11, -0.18, -0.18, -0.16, -0.01, -0.06, -0.10, -0.09, -0.03, -0.29, -0.28, -0.09, 0.06, 0.08, 0.07, 0.12, 0.11, 0.09, 0.11, 0.10, 0.11, 0.07, 0.10, 0.10, 0.12, 0.12, 0.07, 0.09, 0.08, 0.09, 0.09, 0.12, 0.13, 0.09, 0.07, 0.08, -0.12, -0.32, -0.14, 0.76, -0.32, -0.36, -0.13, -0.15, -0.31, -0.14, -0.12, 0.07, 0.08, 0.07, 0.07, 0.07, 0.08, 0.09, 0.08, 0.06, 0.08, 0.07, 0.08, 0.09, 0.08, 0.07, 0.08, 0.08, 0.08, -0.12, -0.32, -0.14, 0.75, -0.30, -0.36, -0.13, -0.15, -0.31, -0.14, -0.12, 0.07, 0.08, 0.06, 0.07, 0.06, 0.08, 0.09, 0.08, 0.06, 0.04, 0.07, 0.08, 0.08, 0.08, 0.07, 0.07, 0.08, 0.08]}

=====

# 2
{"formula": "C26H60O16S7", "method": "ωB97M-V/def2-TZVPD", "de_lowest_ev": 2.525, "orbital_gap_ev": 7.40, "energy_ev": -136534.246, "e_homo_ev": -7.8, "elements": ["C", "C", "C", "O", "C", "O", "O", "H", "H", "H", "H", "H", "H", "C", "C", "C", "O", "C", "O", "O", "H", "H", "H", "H", "H", "H", "C", "C", "C", "O", "C", "O", "O", "H", "H", "H", "H", "H", "H", "C", "S", "O", "C", "H", "H", "H", "H", "H", "H", "C", "S", "O", "C", "H", "H", "H", "H", "H", "H", "C", "S", "O", "C", "H", "H", "H", "H", "H", "H", "C", "S", "O", "C", "H", "H", "H", "H", "H", "H", "C", "S", "O", "C", "H", "H", "H", "H", "H", "H", "C", "S", "O", "C", "H", "H", "H", "H", "H", "H", "C", "S", "O", "C", "H", "H", "H", "H", "H", "H"], "coordinates": [[-0.7927, 1.4348, 0.6586], [0.5248, 1.1310, -0.0760], [0.7590, -0.2662, -0.6153], [0.7217, -0.1174, -2.0211], [0.6087, 1.2015, -2.3608], [0.6714, 1.6093, -3.4735], [0.5267, 1.9608, -1.2603], [-0.6933, 1.3470, 1.7410], [-1.5730, 0.7350, 0.3413], [-1.2453, 2.3915, 0.4038], [1.4011, 1.4778, 0.4751], [-0.0216, -0.8662, -0.1373], [1.7113, -0.6419, -0.2537], [-0.7180, -2.1089, 2.1621], [-0.8311, -3.2518, 3.2057], [0.0157, -3.1469, 4.4646], [-0.8904, -2.7272, 5.4867], [-2.1537, -2.9305, 5.0752], [-3.1037, -2.9409, 5.7803], [-2.1877, -3.0587, 3.7146], [0.3055, -1.7667, 1.9661], [-1.0610, -1.2222, 2.7034], [-1.2530, -2.3331, 1.2463], [-0.6953, -4.1641, 2.6298], [0.8004, -2.3934, 4.4923], [0.3640, -4.1403, 4.7523], [5.1247, -5.6251, 0.9017], [4.4394, -5.3861, -0.4321], [3.3221, -6.4419, -0.7108], [2.1243, -5.7570, -0.9942], [2.3461, -4.4263, -0.8126], [1.4867, -3.5918, -0.7300], [3.5974, -4.2237, -0.4039], [4.5565, -6.1840, 1.6505], [5.0685, -4.6683, 1.4393], [6.1539, -5.9589, 0.8381], [5.1705, -5.5011, -1.2296], [3.2698, -7.1690, 0.1047], [3.5920, -7.1399, -1.5102], [-0.3180, 2.8606, -6.4220], [-1.8002, 3.1215, -5.4204], [-2.8669, 3.7386, -6.2662], [-2.1571, 1.3908, -5.0582], [-0.4826, 2.0995, -7.1893], [0.5742, 2.6672, -5.8314], [-0.1122, 3.7649, -6.9980], [-1.2013, 0.8732, -5.1427], [-2.8975, 0.9441, -5.7243], [-2.5593, 1.2451, -4.0583], [-5.0192, -1.3039, 3.1639], [-4.7216, 0.0964, 2.0244], [-6.0000, 0.8825, 1.9589], [-3.4806, 0.9784, 3.0592], [-4.8176, -1.1109, 4.2186], [-4.4009, -2.1245, 2.8057], [-6.0733, -1.5759, 3.1432], [-2.5882, 0.3543, 3.0968], [-3.9108, 1.3412, 3.9903], [-3.1445, 1.8656, 2.5133], [-1.1008, 6.7163, 1.5289], [-0.5362, 5.0651, 1.0480], [0.3512, 5.2891, -0.1216], [0.5004, 4.6800, 2.5040], [-1.4675, 6.8586, 2.5462], [-1.9293, 6.9681, 0.8663], [-0.2943, 7.4261, 1.3389], [-0.1662, 4.4298, 3.3285], [1.0637, 5.5927, 2.6765], [1.0330, 3.7804, 2.2071], [-3.3792, 1.7338, -1.3516], [-3.2429, 3.4004, -2.0334], [-4.1344, 3.3714, -3.2516], [-4.1961, 4.3405, -0.8501], [-2.4936, 1.2042, -1.6879], [-4.2897, 1.2459, -1.6960], [-3.5167, 1.9107, -0.2844], [-3.6451, 4.2595, 0.0861], [-5.2436, 4.0455, -0.8727], [-4.1712, 5.3194, -1.3325], [3.2917, -3.0248, 3.2463], [3.7061, -1.8581, 1.9039], [3.0408, -0.5459, 2.1621], [5.4915, -1.6384, 2.2907], [3.0573, -2.4691, 4.1511], [4.1539, -3.6932, 3.2661], [2.4671, -3.6937, 2.9954], [5.8353, -0.8075, 1.6742], [6.0589, -2.5103, 1.9630], [5.7268, -1.3879, 3.3247], [-2.0362, -3.8961, -1.3935], [-3.1924, -2.5179, -1.6120], [-3.4190, -1.8524, -0.2893], [-2.1271, -1.5489, -2.6813], [-2.2538, -4.6312, -2.1741], [-2.1724, -4.4975, -0.4915], [-0.9669, -3.6742, -1.4281], [-2.7819, -0.8411, -3.1977], [-1.7181, -2.0842, -3.5386], [-1.3790, -1.0569, -2.0609], [4.1098, 2.2080, -2.2760], [4.5340, 3.9816, -2.0018], [5.5130, 4.3303, -3.0900], [2.9036, 4.6897, -2.3445], [3.5004, 1.8442, -1.4422], [5.0215, 1.6383, -2.4131], [3.4050, 2.0860, -3.1033], [2.7877, 5.0557, -3.3637], [2.7287, 5.5340, -1.6779], [2.1081, 3.9761, -2.1227]], "forces_ev_per_a": [[-0.16, -0.99, -0.12], [-0.06, 1.99, 0.25], [-0.20, 0.30, 1.47], [-0.33, -0.17, -0.25], [0.68, -0.20, 0.66], [-0.24, -0.03, -0.33], [-0.10, -0.23, -0.58], [0.11, 0.03, -0.01], [0.20, -0.30, 0.17], [0.66, 0.31, 0.04], [-0.20, -0.10, 0.32], [-0.09, -0.54, -1.02], [0.20, -0.18, -0.42], [1.14, 0.52, 1.49], [-0.57, 2.15, -1.55], [-0.12, -0.05, 0.61], [-0.09, -0.27, 0.12], [-0.06, 0.15, -0.69], [-0.29, 0.13, 0.09], [0.51, -1.34, 0.53], [0.22, -0.80, -0.30], [-0.69, 0.02, -0.44], [-0.26, 0.20, 0.06], [-0.41, -0.52, 0.63], [0.14, -0.25, -0.52], [0.41, 0.13, -0.01], [-0.61, 1.50, 1.08], [-1.86, -2.23, 0.27], [1.44, -1.85, -0.27], [0.19, 0.56, -0.26], [-1.22, -0.36, 1.93], [0.59, -0.51, -0.89], [1.81, 1.00, -0.51], [-0.04, -0.77, -0.63], [0.77, 0.22, -0.39], [-0.02, -0.07, -0.05], [-0.10, 1.21, -0.29], [-0.80, 0.61, 0.51], [-0.17, 0.60, -0.55], [-0.01, 0.03, -1.10], [-0.28, 1.09, 0.69], [0.59, -0.72, -0.10], [0.08, -0.70, -0.26], [0.02, -0.23, 0.23], [-0.27, -0.29, 0.31], [-0.32, 0.25, 0.31], [-0.10, -0.16, 0.08], [0.15, 0.31, -0.37], [0.09, 0.50, 0.08], [0.10, 0.06, 0.20], [-0.54, 0.07, 0.31], [0.82, -0.03, 0.28], [-0.29, 0.45, -0.79], [0.34, 0.28, -0.12], [-0.04, -0.07, 0.09], [-0.01, 0.12, -0.56], [-0.22, -0.26, 0.57], [0.13, -0.47, 0.25], [-0.33, -0.02, -0.23], [-0.17, 0.43, -0.09], [-0.49, -0.01, 0.23], [0.20, -0.05, 0.23], [-0.92, 0.35, -0.79], [0.14, -0.49, 0.10], [0.08, -0.09, -0.13], [0.13, -0.16, -0.02], [0.00, 0.17, 0.08], [0.54, -0.38, 0.26], [0.48, 0.24, 0.11], [-0.53, 0.75, 0.32], [-1.17, -0.41, -1.50], [0.81, 0.13, 0.31], [0.28, -0.02, -0.64], [0.01, -0.21, 0.47], [-0.02, 0.19, -0.28], [0.57, -0.67, 0.14], [-0.44, 0.42, 0.27], [0.10, -0.44, 0.40], [0.22, 0.23, 0.53], [0.31, -0.19, -0.59], [0.34, 0.17, -0.12], [-0.09, -0.28, 0.19], [-0.13, 0.15, -0.16], [0.44, -0.10, 0.15], [0.12, 0.19, 0.69], [-0.26, 0.47, -0.33], [-0.26, 0.04, -0.08], [-0.19, -0.16, 0.12], [-0.34, -0.15, 0.11], [0.50, -0.99, -0.06], [-0.51, -1.16, 0.20], [0.79, 0.21, -0.54], [-0.49, 0.71, -0.25], [0.02, 0.32, -0.30], [-0.54, 0.59, 0.28], [-0.13, 0.47, -0.09], [0.03, 0.33, 0.53], [0.29, -0.57, 0.50], [0.07, -0.04, -0.32], [-1.16, 0.46, 0.03], [0.50, -0.62, -0.54], [-0.77, -0.02, 0.50], [-0.50, 0.20, 0.14], [0.50, 0.08, 0.39], [0.07, 0.06, 0.05], [0.51, 0.23, -0.44], [0.35, -0.30, -0.14], [0.25, -0.01, 0.06], [0.12, -0.12, -0.03]], "lowdin_charge": [-0.02, -0.26, -0.11, 0.06, -0.56, 0.15, 0.06, 0.08, 0.07, 0.05, 0.15, 0.10, 0.11, 0.00, -0.25, -0.09, 0.07, -0.57, 0.17, 0.05, 0.07, 0.08, 0.07, 0.15, 0.12, 0.14, -0.01, -0.26, -0.11, 0.08, -0.54, 0.14, 0.06, 0.09, 0.05, 0.09, 0.15, 0.12, 0.13, -0.27, 0.80, -0.54, -0.27, 0.05, 0.04, 0.05, 0.04, 0.07, 0.00, -0.23, 0.81, -0.56, -0.25, 0.05, 0.03, 0.06, 0.02, 0.06, 0.03, -0.26, 0.77, -0.53, -0.23, 0.06, 0.04, 0.06, 0.05, 0.05, 0.04, -0.25, 0.81, -0.56, -0.26, 0.02, 0.08, 0.03, 0.03, 0.07, 0.05, -0.24, 0.82, -0.56, -0.24, 0.06, 0.04, 0.04, 0.05, 0.04, 0.06, -0.27, 0.84, -0.58, -0.26, 0.05, 0.05, 0.03, 0.03, 0.08, 0.03, -0.25, 0.83, -0.58, -0.26, 0.04, 0.05, 0.05, 0.06, 0.04, 0.03]}